No. 1
16
Properties=species:S:1:pos:R:3:forces:R:3:nbo_charge:R:1 method="wB97M-V/def2-TZVPD" relative_energy_ev=0.892 lumo_energy_ha=0.038 charge=0 homo_lumo_gap_ha=0.359 smiles="CC1=C(Cl)[C@@H]2N[C@@H]2C1"
Cl -2.062 -0.839 -0.036 0.508 0.410 0.168 -0.002
N 1.588 -1.110 0.848 -0.659 0.385 -0.074 -0.590
C 0.020 1.018 -0.079 -1.418 0.759 0.534 0.012
C -0.827 2.258 0.208 0.760 -1.550 1.713 -0.641
C 1.528 1.133 -0.224 -0.101 -0.996 0.577 -0.438
C 0.700 -1.198 -0.334 0.353 1.203 1.057 -0.139
C 1.937 -0.356 -0.353 -0.068 0.550 0.065 -0.071
C -0.421 -0.245 -0.079 0.421 0.219 -1.468 -0.024
H 2.032 1.554 0.672 -0.519 -0.128 -0.307 0.226
H 0.579 -2.061 -0.939 -0.039 -0.777 -0.149 0.219
H -0.175 2.856 0.845 -0.218 0.520 -0.060 0.214
H -1.143 2.815 -0.636 -0.151 0.446 -0.941 0.222
H 1.777 1.795 -1.048 0.184 -0.214 -0.373 0.218
H 2.843 -0.631 -0.882 -0.225 -0.067 -0.136 0.209
H 2.111 -1.937 0.995 0.890 -0.857 -0.141 0.358
H -1.701 1.989 0.829 0.283 0.098 -0.466 0.228

=====

No. 2
16
Properties=species:S:1:pos:R:3:forces:R:3:nbo_charge:R:1 method="wB97M-V/def2-TZVPD" relative_energy_ev=0.462 lumo_energy_ha=0.024 charge=0 homo_lumo_gap_ha=0.375 smiles="CC(C)=C(Cl)CC#N"
Cl 1.781 2.026 -0.029 -0.849 -1.407 0.028 -0.061
N 2.501 -2.310 -0.805 0.568 -0.905 -0.929 -0.318
C 0.807 0.490 0.215 -0.163 1.471 0.271 0.042
C -0.485 0.435 -0.074 0.681 0.086 -0.617 -0.012
C 1.591 -0.568 0.886 0.923 -0.453 0.293 -0.567
C -1.311 -0.776 0.165 -1.019 -0.788 -0.374 -0.648
C -1.210 1.507 -0.767 -2.862 0.194 -1.161 -0.649
C 2.178 -1.505 -0.070 -0.405 0.719 0.640 0.290
H -2.267 1.603 -0.343 1.544 0.499 0.105 0.222
H -1.235 -1.249 1.144 0.118 0.196 0.049 0.225
H -0.708 2.429 -0.960 0.333 0.686 0.671 0.243
H -2.349 -0.490 -0.025 -0.061 -0.016 0.549 0.222
H -1.554 1.260 -1.800 0.669 -0.684 0.370 0.234
H 1.095 -1.224 1.609 -0.568 0.485 -0.084 0.266
H 2.370 -0.059 1.436 0.447 -0.134 0.209 0.270
H -1.204 -1.568 -0.582 0.645 0.050 -0.019 0.239

=====

No. 3
18
Properties=species:S:1:pos:R:3:forces:R:3:nbo_charge:R:1 method="wB97M-V/def2-TZVPD" relative_energy_ev=7.059 lumo_energy_ha=-0.221 charge=+1 homo_lumo_gap_ha=0.269
Cl -1.472 -3.513 -0.757 -0.419 -0.077 -0.303 0.401
O -1.939 0.155 -1.372 -2.444 -1.412 -1.500 -0.277
N -0.902 -0.256 -0.743 2.677 -1.641 1.135 0.214
N -0.138 0.563 -0.215 -1.522 0.965 -0.669 -0.267
C -2.373 1.527 -1.307 -1.002 0.236 3.119 -0.311
C 1.834 1.368 0.868 1.732 -2.105 -2.929 -0.626
C 0.710 -2.285 0.618 -1.413 -1.089 -0.893 -0.273
C -0.387 -2.593 -0.088 2.076 1.418 1.398 0.199
C 1.437 -1.034 0.708 0.505 -1.931 1.790 -0.277
C 1.032 0.175 0.424 -0.599 1.787 -0.631 0.233
H 2.295 -1.001 1.385 -0.114 -0.779 -0.471 0.252
H 1.158 2.086 1.211 -0.389 1.603 0.377 0.247
H 2.581 1.595 0.015 -1.672 0.579 1.002 0.254
H 2.521 0.972 1.561 0.593 0.138 1.567 0.224
H -1.410 1.930 -1.126 0.327 2.122 -0.357 0.222
H -3.014 1.876 -2.147 0.965 -0.844 0.381 0.248
H -2.973 1.611 -0.290 1.055 -0.011 -2.104 0.209
H 1.039 -3.174 1.254 -0.358 1.041 -0.912 0.326

=====

No. 4
20
Properties=species:S:1:pos:R:3:forces:R:3:nbo_charge:R:1 method="wB97M-V/def2-TZVPD" relative_energy_ev=6.222 lumo_energy_ha=-0.175 charge=+1 homo_lumo_gap_ha=0.324
Cl -3.586 -1.148 -0.643 -0.571 0.119 -0.160 0.204
O -1.964 0.853 -0.058 -0.505 1.122 -0.336 -0.328
O 0.183 2.984 -1.048 0.242 -1.303 0.480 -0.257
O -0.746 2.091 1.437 -3.014 2.208 0.328 -0.485
N 0.462 1.857 -0.742 -1.275 0.664 -0.205 0.271
N -0.711 1.136 0.509 0.382 -0.531 -1.426 0.315
C 1.261 0.895 -0.915 0.049 -1.901 -0.353 0.003
C -1.177 -1.082 0.687 -1.181 -1.227 -0.860 -0.316
C 1.339 -1.715 -0.682 1.306 -0.893 0.380 -0.648
C -2.226 -0.544 0.058 2.872 0.488 1.299 0.217
C 1.247 -0.369 0.010 -0.487 3.238 0.448 -0.226
C -0.093 -0.154 0.888 2.380 0.958 2.538 -0.105
H 2.374 -2.098 -0.648 -0.287 0.299 0.285 0.255
H 0.760 -2.453 -0.073 0.343 0.469 -1.170 0.236
H 1.877 0.930 -1.812 0.281 0.284 0.377 0.273
H 1.174 -1.708 -1.774 -0.829 0.042 0.704 0.251
H -0.982 -2.110 0.873 -0.509 -0.610 0.167 0.260
H 0.278 -0.082 2.010 -0.983 0.028 -2.160 0.281
H 2.085 -0.042 0.712 -0.736 -1.340 -0.788 0.260
H -1.553 2.758 1.211 2.521 -2.112 0.453 0.538

=====

No. 5
19
Properties=species:S:1:pos:R:3:forces:R:3:nbo_charge:R:1 method="wB97M-V/def2-TZVPD" relative_energy_ev=0.000 lumo_energy_ha=0.029 charge=0 homo_lumo_gap_ha=0.371 smiles="C=Cn1ccnc1[P@](C)(=O)Cl"
Cl 2.917 -0.619 -0.444 1.348 -1.248 0.760 -0.256
P 1.510 0.563 -1.089 -2.373 0.433 -0.660 1.777
O 1.162 0.223 -2.507 0.031 0.667 1.837 -1.042
N 0.092 1.218 1.261 1.515 0.209 0.284 -0.461
N -0.878 -0.555 0.366 0.470 -0.325 -1.058 -0.364
C -1.027 -1.602 -0.539 -1.104 -1.762 0.259 -0.009
C 2.149 2.211 -0.658 4.463 -4.099 -3.200 -0.939
C 0.155 0.340 0.308 1.437 0.754 -2.605 0.060
C -1.945 -2.551 -0.650 -0.768 -0.036 0.003 -0.406
C -0.917 0.794 2.043 -0.496 0.889 0.440 -0.085
C -1.561 -0.219 1.480 -2.226 -1.525 1.126 -0.081
H 1.619 2.878 -1.145 -2.889 3.534 -2.012 0.237
H -2.470 -0.653 1.913 0.620 -0.327 -0.794 0.230
H -1.912 -3.396 -1.384 0.341 1.179 0.780 0.225
H -1.221 1.202 2.963 0.007 0.896 0.838 0.207
H 3.238 2.289 -1.091 -1.993 -0.347 0.961 0.249
H -2.807 -2.502 -0.031 -0.846 -0.199 0.401 0.186
H -0.233 -1.861 -1.131 2.476 0.676 -1.409 0.217
H 2.129 2.241 0.337 -0.013 0.630 4.050 0.257

=====

No. 6
19
Properties=species:S:1:pos:R:3:forces:R:3:nbo_charge:R:1 method="wB97M-V/def2-TZVPD" relative_energy_ev=6.486 lumo_energy_ha="-0.267 / -0.267" charge=+1 homo_lumo_gap_ha="0.146 / 0.146"
Cl 3.082 0.823 -1.626 -1.005 0.082 1.651 0.411
N 0.002 -1.514 0.117 -0.562 -2.535 -2.279 -0.142
N 0.079 -3.596 -0.622 -0.784 -0.674 -0.932 -0.514
N 0.132 -0.376 0.851 1.151 0.959 -0.630 -0.364
N -0.637 -1.578 -1.177 -0.343 -0.923 0.602 -0.208
C -1.034 -0.422 -1.877 -0.281 -0.787 -2.618 -0.422
C -0.555 -2.873 -1.513 0.412 1.501 1.024 0.281
C 0.389 -2.800 0.377 2.037 1.285 3.775 0.121
C 2.081 0.708 -0.358 -0.613 -0.991 -0.554 0.215
C 1.536 1.212 1.964 -0.607 1.910 0.067 -0.635
C 1.259 0.462 0.638 -0.017 0.347 0.601 0.086
H 1.965 2.249 1.760 0.214 -1.674 0.503 0.271
H -1.360 -0.528 -2.947 0.629 -0.948 0.857 0.254
H 0.536 1.541 2.493 1.673 -1.252 -1.113 0.282
H 2.150 0.464 2.528 -0.388 1.215 -0.068 0.281
H -0.164 0.148 -1.941 0.947 1.923 0.023 0.190
H -1.892 -0.008 -1.484 -1.425 1.514 1.490 0.230
H -0.972 -3.259 -2.390 -0.526 -0.209 -1.363 0.222
H 0.035 -0.448 1.880 -0.514 -0.743 -1.036 0.441

=====

No. 7
19
Properties=species:S:1:pos:R:3:forces:R:3:nbo_charge:R:1 method="wB97M-V/def2-TZVPD" relative_energy_ev=0.000 lumo_energy_ha=-0.146 charge=+1 homo_lumo_gap_ha=0.283
Cl -3.025 -1.522 0.572 -0.481 -1.029 0.585 0.092
N -2.524 0.251 -1.268 -2.476 1.030 -0.773 -0.511
N 1.843 -0.347 1.177 -0.924 0.207 -0.527 -0.617
N 0.253 -1.616 0.026 0.999 0.689 1.324 -0.466
N 1.705 1.872 1.530 -2.288 -0.748 -1.553 -0.720
C -1.489 0.996 -1.817 0.119 0.507 -0.666 -0.059
C 1.336 -1.479 0.783 -1.817 -1.023 -3.222 0.390
C -2.008 -0.740 -0.492 1.700 1.183 -0.410 0.080
C 1.118 0.877 0.914 1.768 -0.512 1.675 0.251
C -0.325 0.477 -1.391 0.780 -1.968 0.553 -0.250
C -0.599 -0.646 -0.539 -2.774 0.084 -0.667 -0.005
H 1.130 2.673 1.498 -0.070 1.390 0.029 0.418
H 2.609 -0.650 1.721 1.832 1.361 1.225 0.408
H -0.014 -2.571 0.001 -0.587 -0.803 -0.664 0.429
H 0.683 0.687 -1.664 0.174 0.651 -0.374 0.234
H -3.599 0.416 -1.415 3.166 -0.423 0.504 0.457
H 1.929 -2.396 0.778 -0.123 0.205 1.017 0.231
H 2.478 1.877 2.111 1.912 -0.110 1.421 0.390
H -1.500 1.840 -2.524 -0.909 -0.691 0.524 0.249

=====

No. 8
22
Properties=species:S:1:pos:R:3:forces:R:3:nbo_charge:R:1 method="wB97M-V/def2-TZVPD" lumo_energy_ha=-0.032 charge=0 homo_lumo_gap_ha=0.288 smiles="CN(C)c1nc(N)c([N+](=O)[O-])nc1Cl"
Cl -0.825 -3.015 0.418 0.297 0.428 -0.445 0.009
O 1.342 -1.680 -4.062 -0.196 0.400 0.210 -0.330
O 1.873 0.422 -3.939 -0.594 -0.812 0.438 -0.434
N 0.321 -1.670 -1.564 -0.403 1.574 1.028 -0.301
N 0.372 0.771 -0.095 -1.547 -3.020 1.447 -0.484
N 1.379 1.841 -1.665 0.424 -0.407 -1.959 -0.754
N -0.728 -0.213 1.757 0.146 -0.356 -1.046 -0.430
N 1.367 -0.619 -3.480 0.785 0.263 -0.023 0.516
C 0.816 0.656 -1.336 1.980 0.953 -0.996 0.393
C 0.849 -0.547 -2.125 -1.511 -0.086 2.026 0.083
C -0.190 -0.330 0.442 -0.630 1.048 0.723 0.403
C -0.213 -1.551 -0.347 0.615 -0.196 -0.534 0.082
C -0.182 0.848 2.634 1.164 -0.224 -1.242 -0.418
C -2.143 -0.588 1.983 -0.095 0.364 -0.049 -0.405
H -0.154 1.806 2.096 0.275 -0.227 0.159 0.211
H 1.576 2.436 -0.898 -0.012 0.449 0.531 0.399
H -2.547 -1.135 1.112 0.285 0.215 0.603 0.222
H 0.827 0.540 2.986 -0.439 0.395 -0.537 0.208
H -2.233 -1.198 2.899 -0.007 0.163 -0.489 0.207
H -2.776 0.329 2.113 0.578 -0.600 -0.114 0.191
H -0.720 1.030 3.535 -1.045 -0.427 0.473 0.214
H 1.990 1.866 -2.462 -0.070 0.102 -0.204 0.417